A structure of composition C4H6O3Sm in a non-equilibrium geometry. Source: OMol25; level of theory: the ωB97M-V functional and the def2-TZVPD basis.

```
! wB97M-V def2-TZVPD RIJCOSX def2/J DEFGRID3
* xyz 1 8
H -1.9022 0.3504 2.4749
O -0.5293 0.5513 0.3137
C 0.5116 -0.0316 -0.3501
O 0.9768 -1.1105 -0.0392
Sm 0.1687 -2.7449 1.7367
O 0.9147 0.7674 -1.2672
C 2.2229 0.5686 -1.8383
H 2.9589 0.4606 -1.0344
H 2.2081 -0.3258 -2.4702
H 2.4179 1.4654 -2.4296
C -1.1957 -0.2072 1.1839
C -2.5505 0.1363 1.3735
H -3.0008 0.7904 0.6202
H -3.2011 -0.6705 1.7263
*
```

The calculation puts the energy above the lowest of the compared OMol25 structures with the same formula, charge and spin at 0.330 eV. The calculation puts the HOMO-LUMO gap (spin up / spin down) at 5.0 / 10.1 eV. The largest force on an atom is 2.462 eV/Å.